Entry 1:
Here is a structure of composition C7H14N4O3P at a distorted geometry from the OMol25 dataset. Energies are from ωB97M-V/def2-TZVPD.

Its charge is +1. The calculation puts the HOMO-LUMO gap (alpha / beta) at 6.68 / 6.97 eV. Its total energy is -1060.84675 hartree. For the lowest unoccupied orbital energy (alpha / beta), the calculation gives -0.16476 / -0.14961 Eh.

Positions of all 29 atoms, in Å:
H: 1.25040 -2.71175 -1.67029
C: 1.04069 -0.85953 -1.05545
H: -0.62821 -1.27817 0.83948
C: -1.16827 1.24017 -0.91562
O: 0.16024 -1.31944 -3.14551
H: 2.42101 -2.13909 -0.41852
H: 2.64810 0.41540 3.51667
H: 1.14773 -0.05941 4.44716
N: -0.97371 0.38605 -2.07006
N: -1.96934 0.10015 -2.90495
C: -1.04931 -0.25806 1.04679
H: -2.44774 1.43343 0.92086
H: -2.84068 -0.00657 0.08141
H: -0.12099 1.55079 -0.76658
C: -2.01930 0.62488 0.29932
N: -0.30154 0.32662 1.97443
H: 0.98215 -1.65725 -3.42749
N: 1.77018 -2.02494 -1.17944
C: 1.54508 0.54616 3.59863
C: 0.98067 0.07866 2.31500
H: -2.55386 0.86413 -3.14603
H: -0.51109 1.20246 2.41480
C: 0.06838 -0.53109 -2.07479
P: 1.98971 0.31481 0.10901
H: 1.30089 1.65463 3.86165
O: 1.69457 -0.75463 1.64644
H: -1.82785 2.10859 -1.22629
H: -1.85038 -0.82481 -3.29108
O: 1.26246 1.57781 0.22045

Forces on the atoms, in the same order (eV/Å):
0.3 -1.5 0.1
-0.7 1.7 0.3
-1.2 1.1 -0.3
-1.9 0.9 -1.1
-3.7 0.3 -0.9
0.1 -0.9 -0.2
-0.9 0.2 0.3
0.3 0.3 -0.6
2.6 -1.9 1.3
-0.5 -1.0 0.0
0.1 -0.7 -0.6
0.7 -0.2 -0.2
-0.9 -0.3 -1.3
-1.1 0.4 1.2
2.3 -0.9 0.6
2.3 1.1 2.0
1.9 -0.2 0.0
-1.2 2.4 -0.3
0.2 1.9 1.0
-0.6 -1.9 1.4
-0.4 0.1 -0.7
-1.2 0.5 -0.1
1.7 0.3 1.3
2.6 -1.9 -2.2
0.4 -1.8 -0.6
-0.9 0.7 -0.5
1.1 -0.8 -0.1
-0.9 0.5 -0.8
-0.6 1.8 0.8

---

Entry 2:
Here is the ion C7H14N5 with charge +1 at a distorted geometry from the OMol25 dataset. Energies are from ωB97M-V/def2-TZVPD.

Its charge is +1. The calculation puts the HOMO-LUMO gap at 9.70 eV. Its total energy is -548.58978 hartree. Its SMILES is [H]/N=C/[C@H](/C=N/C1CC1)[NH+]=C(N)N. For the lowest unoccupied orbital energy, the calculation gives -0.09873 Eh.

Positions of all 26 atoms, in Å:
H: -2.52900 0.80046 -1.65602
N: -0.84606 -0.39649 0.17146
H: -2.15527 -2.00771 -0.21474
C: 0.06748 -1.24133 0.46700
H: 0.14063 1.16896 1.58550
H: -3.16849 -0.90576 -1.99976
H: 2.41748 -3.05240 0.54592
H: -0.11418 -2.35691 0.50089
H: 3.88189 -2.39203 -1.30803
H: -3.04117 0.82147 0.72931
H: 1.35884 3.38573 -0.53901
H: 0.28044 2.92935 1.08824
C: -2.06369 -0.89302 -0.10712
C: -3.34456 -0.15085 0.25964
H: 2.46042 2.28802 -1.36885
C: -2.88485 -0.17551 -1.21362
H: 1.58192 -0.53109 1.88022
N: 0.55786 1.93875 1.04595
H: -4.09083 -0.76676 0.74776
H: 2.66956 0.09844 -0.59133
N: 1.84492 0.33010 -0.00938
C: 2.56430 -2.04585 0.12378
N: 3.31887 -1.65108 -0.72218
N: 1.99551 2.63614 -0.52882
C: 1.41919 -0.75132 0.76516
C: 1.47853 1.58944 0.15964

Forces on the atoms, in the same order (eV/Å):
-0.3 -1.3 0.9
2.8 -0.4 1.3
0.0 1.0 0.3
-1.2 -0.3 -0.2
-0.3 1.2 -0.4
-0.6 0.7 0.9
-0.1 0.4 -0.2
0.1 1.1 0.0
-1.2 1.8 1.8
-0.9 -1.0 -0.3
-0.2 1.2 -0.8
0.0 -1.2 0.5
-3.1 -1.1 -2.1
1.9 0.6 -0.6
-0.2 1.2 0.0
0.3 -0.2 0.2
0.0 -0.7 -1.3
-0.1 -0.4 0.7
-0.3 0.4 -0.4
-0.2 0.1 -0.1
0.8 1.9 -0.9
-3.9 0.6 3.9
3.1 -0.6 -4.2
1.2 -2.8 -0.4
2.8 -2.7 0.9
-0.6 0.7 0.5

---

Entry 3:
Here is the ion C7H14NO with charge +1 at a distorted geometry from the OMol25 dataset. Energies are from ωB97M-V/def2-TZVPD.

Its charge is +1. The calculation puts the HOMO-LUMO gap at 10.23 eV. Its total energy is -404.76123 hartree. Its SMILES is C=[N+]1[C@@H](C)[C@H](C)[C@]1(C)O. For the lowest unoccupied orbital energy, the calculation gives -0.17514 Eh.

Positions of all 23 atoms, in Å:
H: 1.34768 2.43949 -1.29237
H: -0.57550 1.61516 1.78286
C: 1.06442 -0.30917 -0.39185
C: -1.29865 0.88281 1.51868
H: -0.57597 2.76801 -0.84779
O: -1.95532 0.03568 -0.76298
H: 2.89023 -0.98430 0.19356
H: 2.04165 0.36295 1.31963
C: 2.38669 -0.03227 0.25780
H: -1.60440 -2.54305 -0.34795
H: -2.25489 0.86915 -1.10345
H: -1.01630 -1.73335 -1.70621
C: -0.72438 -2.11467 -0.67190
C: -1.00124 0.13443 0.22981
H: -0.07287 -3.05336 -0.75994
H: -1.29965 0.11810 2.36288
C: -0.06101 -1.14018 0.25846
H: 1.31459 -0.71148 -1.35388
H: 0.31787 -1.64019 1.11916
H: 2.86948 0.71196 -0.16467
C: 0.34329 2.00470 -0.87741
N: 0.14359 0.87807 -0.33829
H: -2.27932 1.44148 1.57585

Forces on the atoms, in the same order (eV/Å):
-1.9 -1.5 0.7
0.9 0.4 0.0
-0.2 0.2 0.1
-2.4 -1.4 2.0
2.2 -1.6 -0.1
-0.2 -1.0 0.8
0.7 0.0 0.7
1.6 -1.2 -1.5
-4.4 -2.5 4.8
-2.1 -0.5 1.4
-0.4 0.8 0.1
1.0 -0.4 1.4
2.6 -2.0 -2.6
0.5 1.4 0.8
-0.5 1.4 -0.3
-0.2 1.1 -0.9
-1.0 0.4 -1.6
-0.6 0.4 -1.2
-0.5 0.1 1.3
2.6 3.4 -2.4
-1.4 3.0 0.2
3.1 0.2 -3.2
0.8 -0.9 -0.4

---

Entry 4:
Here is the ion C7H14NO3 with charge +1 at a distorted geometry from the OMol25 dataset. Energies are from ωB97M-V/def2-TZVPD.

Its charge is +1. The calculation puts the HOMO-LUMO gap at 10.45 eV. Its total energy is -555.31022 hartree. Its SMILES is O=C(O)CCC[N@@H+]1CCOC1. For the lowest unoccupied orbital energy, the calculation gives -0.12282 Eh.

Positions of all 25 atoms, in Å:
N: -1.45984 -0.69982 -0.03282
O: -2.32546 1.29209 0.81925
O: 3.95867 -0.64412 0.45102
H: -2.76916 0.12574 -1.36925
H: 1.51594 -0.34025 1.50143
H: -1.10154 0.19984 -2.03462
H: -0.43604 -2.45641 -0.57048
C: 1.71150 0.00349 0.50064
C: -0.22101 -1.55792 -0.01034
H: -2.21417 -1.37442 -0.13039
H: -1.00625 0.03288 1.89579
C: -1.67826 1.58408 -0.40757
C: 1.03854 -0.89961 -0.54535
H: 1.25377 0.98548 0.42671
H: 1.73259 -1.70741 -0.73499
H: 0.89948 -0.39169 -1.48795
H: -0.63491 1.80258 -0.16455
H: -2.69005 -0.43802 1.70575
H: -0.03914 -1.83748 1.01296
C: 3.18076 0.16225 0.21973
O: 3.52837 1.33801 -0.38784
C: -1.71911 0.25643 -1.16184
H: -2.03220 2.43908 -0.95212
C: -1.86158 0.05898 1.22607
H: 3.36910 2.06623 0.23075

Forces on the atoms, in the same order (eV/Å):
-1.0 -1.1 -0.5
-0.2 0.2 -0.5
3.1 -3.7 0.7
-0.2 -0.3 -0.7
0.3 -0.5 0.4
0.4 -0.4 -0.2
-0.3 -0.1 -0.2
-1.0 1.0 -0.8
0.6 0.5 -0.5
0.1 -0.2 0.0
0.3 0.5 0.0
2.0 -0.4 0.2
0.4 -0.2 0.9
-0.1 0.3 0.1
0.1 -0.4 -0.2
-0.1 0.2 -0.3
0.2 0.2 -0.1
-0.1 -0.4 0.2
-0.2 -0.2 0.5
-2.4 2.9 -0.4
0.0 0.4 0.1
-1.0 1.3 1.1
-0.8 0.2 0.1
0.0 0.1 0.4
-0.1 0.1 -0.3

---

Entry 5:
Here is the ion C7H14NOSi with charge +1 at a distorted geometry from the OMol25 dataset. Energies are from ωB97M-V/def2-TZVPD.

Its charge is +1. The calculation puts the HOMO-LUMO gap (alpha / beta) at 5.52 / 5.52 eV. Its total energy is -694.22804 hartree. For the lowest unoccupied orbital energy (alpha / beta), the calculation gives -0.28743 / -0.28746 Eh.

Positions of all 24 atoms, in Å:
H: -4.25497 -0.99721 0.72380
H: -2.59997 0.58237 1.69566
N: -0.52772 -0.03988 0.40952
H: 2.65294 1.54172 1.65077
C: -2.77326 0.71688 0.68601
H: 1.17628 1.58085 -1.90457
C: 1.75667 -1.61474 0.56349
H: -0.79892 -0.80743 1.02727
C: 1.69350 0.66811 -1.51052
C: -3.33207 -0.89218 -1.13235
C: -1.48202 0.79414 -0.11556
H: 2.78270 0.91432 -1.27796
H: -2.94524 -1.06631 -2.12021
C: -3.49365 -0.47881 0.02578
H: 1.15176 2.24338 1.62521
H: 0.99581 -2.23746 0.91741
H: 2.06468 -2.16101 -0.41445
H: 1.58564 -0.14915 -2.22591
H: 2.62452 -1.46731 1.19930
C: 1.61045 1.36572 1.58595
O: -1.31328 1.67943 -0.97378
Si: 1.19209 0.17638 0.19884
H: -3.33618 1.48039 0.29401
H: 1.33764 0.76846 2.52353

Forces on the atoms, in the same order (eV/Å):
0.9 0.5 -1.1
-0.2 -0.1 2.0
-1.5 0.3 -1.2
1.2 0.2 0.1
0.9 -1.7 -3.4
0.6 -0.8 0.4
1.6 1.2 -2.8
-0.2 0.6 -0.2
0.5 1.2 0.5
0.9 0.6 -0.7
2.0 1.6 0.8
-1.1 -0.3 -0.9
-0.5 -0.6 -0.3
-2.0 -1.4 2.4
-2.3 3.8 -0.1
-1.0 -0.8 1.3
-0.1 1.2 1.5
0.3 0.1 0.1
0.1 -0.8 0.3
1.0 -5.1 0.8
-0.5 -2.2 1.4
0.8 -0.7 -0.1
-1.6 2.4 0.2
0.3 0.8 -1.0

---

Entry 6:
Here is a cluster of 2 separate species, C7H14O in total at a distorted geometry from the OMol25 dataset. Energies are from ωB97M-V/def2-TZVPD.

Its charge is 0. The calculation puts the HOMO-LUMO gap at 9.52 eV. Its total energy is -350.30334 hartree. Its SMILES is C/C=C/C.C=C(C)O. For the lowest unoccupied orbital energy, the calculation gives 0.02781 Eh.

Positions of all 22 atoms, in Å:
C: -1.10684 -0.16979 -1.58121
C: -1.35946 -1.41490 -1.97709
H: -2.31642 1.17932 -0.44417
H: -0.04229 1.43793 3.46753
H: 3.43757 1.84168 3.27120
H: -0.11221 0.11934 -1.26734
C: 2.92348 1.31212 2.48537
C: 1.60398 1.14212 2.50083
H: -2.38277 -1.69883 -2.20450
H: 0.02116 1.02251 1.06021
H: 3.47698 0.91349 1.64891
O: 0.88333 1.71959 3.51549
C: 0.82426 0.40501 1.47341
H: 1.47215 0.07253 0.66848
H: -3.11949 0.56466 -1.91913
H: 0.67648 -2.13487 -1.95378
C: -0.32263 -2.46221 -2.24023
H: -0.29230 -2.71554 -3.30223
H: 0.32237 -0.45407 1.93110
C: -2.17221 0.87822 -1.49303
H: -0.55397 -3.39210 -1.71419
H: -1.86119 1.83380 -1.92563

Forces on the atoms, in the same order (eV/Å):
-0.6 -0.3 -0.2
0.4 0.2 -0.2
-0.3 -0.3 0.0
0.3 0.1 0.0
0.0 0.1 0.0
0.2 0.0 -0.2
-0.3 -0.2 -0.3
0.4 0.5 0.3
-0.1 0.1 -0.1
0.1 0.1 -0.1
0.1 0.0 0.1
-0.4 -0.3 0.0
-0.4 -0.1 0.1
0.0 -0.1 0.0
-0.1 0.0 0.0
0.0 0.0 0.1
0.0 -0.2 0.2
0.0 0.0 0.0
0.1 -0.1 -0.1
0.4 0.7 0.9
0.1 0.0 0.0
0.0 -0.2 -0.5